Record 1
C18H25ClN2Ti | ωB97M-V with the def2-TZVPD basis set

Each line ends with the Mulliken charge.
Cartesian coordinates (Å):
C (0.206770, 0.720292, -5.761520)  0.8898
C (1.604669, 1.256603, -6.061766)  -1.3750
C (-0.016792, -0.665231, -6.362917)  -1.3252
C (-0.894126, 1.703787, -6.150720)  -1.3669
Cl (0.098805, 0.545344, -3.628762)  -0.2069
H (0.020515, -0.600974, -7.453197)  0.4046
H (-0.994216, -1.065381, -6.074470)  0.3558
H (0.760551, -1.363265, -6.033652)  0.3649
H (1.715926, 1.418262, -7.136948)  0.4451
H (2.369884, 0.542805, -5.739555)  0.3601
H (1.772225, 2.207927, -5.547954)  0.3513
H (-0.877312, 1.870771, -7.232656)  0.4425
H (-0.747682, 2.665698, -5.651029)  0.3576
H (-1.878696, 1.311743, -5.878714)  0.3552
C (1.825345, -1.261757, 0.657300)  -0.1495
C (0.888408, -2.036526, -0.087301)  -0.6569
C (0.905738, -1.558872, -1.440652)  -0.2967
H (0.334209, -2.892008, 0.283807)  0.5480
C (1.847097, -0.471068, -1.517251)  -0.5292
C (2.407492, -0.285790, -0.217563)  -0.5152
H (3.178792, 0.437318, 0.029660)  0.5229
H (2.108389, -1.446610, 1.688878)  0.5319
H (0.416769, -2.010424, -2.293624)  0.6112
H (2.125121, 0.086185, -2.401618)  0.5349
C (-1.937317, 1.265912, 0.010400)  -0.3384
C (-2.042610, 0.082118, 0.827120)  -0.0719
C (-1.900545, -1.063390, -0.010731)  -0.7965
H (-2.292275, 0.055337, 1.889333)  0.5356
C (-1.722153, -0.598596, -1.358641)  -0.3134
C (-1.748998, 0.845196, -1.345270)  -0.5920
H (-1.668516, 1.504265, -2.208177)  0.5327
H (-2.039410, 2.301416, 0.341652)  0.4718
H (-1.983485, -2.102672, 0.314161)  0.5403
H (-1.699689, -1.212093, -2.257130)  0.6474
Ti (0.092243, 0.147243, -0.244887)  0.5207
C (-0.441269, 2.998179, 4.812175)  -0.7916
N (0.200211, 2.260753, 3.727839)  0.0636
C (1.558344, 1.959060, 3.617900)  -0.6065
C (1.716877, 1.316048, 2.436017)  -0.5764
N (0.469243, 1.202141, 1.782380)  0.5405
C (-0.408429, 1.790009, 2.624075)  -0.6440
H (-1.252360, 2.411206, 5.255694)  0.3355
H (0.309896, 3.215455, 5.574534)  0.3065
H (-0.861848, 3.947189, 4.442370)  0.3381
H (2.266845, 2.231897, 4.373355)  0.4471
H (2.638326, 0.928305, 2.022191)  0.3707
H (-1.485763, 1.903991, 2.490563)  0.4260

Forces on atoms 1 to 6 (eV/Å):
0.122 0.311 -1.382
-0.149 -0.155 1.147
-0.041 -0.109 1.327
0.017 -0.164 1.079
0.010 0.242 -2.534
0.035 0.248 0.087

Net charge: +2
Frontier orbital gap: 7.7 eV
Calculated total energy: -2119.51224 Eh
E_HOMO: -15.82 eV

---

Record 2
C32H50N5O2SZn | ωB97M-V with the def2-TZVPD basis set

Each line ends with the Mulliken charge.
Cartesian coordinates (Å):
Zn (0.706171, 0.353812, -0.346197)  1.9762
N (-0.458111, 2.218956, 0.018602)  -0.4980
C (-1.441938, 2.606608, -1.032551)  -0.9395
C (-2.406776, 1.478935, -1.396990)  -0.2632
C (-1.737086, 0.252733, -1.999381)  0.1502
O (-2.019332, -0.106583, -3.135451)  -0.6799
O (-0.882808, -0.347273, -1.199930)  -0.2864
H (-0.945456, 2.057021, 0.891676)  0.0308
H (0.162942, 2.996906, 0.200387)  0.1710
H (-0.882320, 2.912642, -1.918105)  0.3755
H (-2.019933, 3.464556, -0.701887)  0.5587
H (-3.131365, 1.847647, -2.115660)  0.5269
H (-2.946325, 1.167751, -0.494450)  -0.4109
C (2.649810, -3.266969, -0.415046)  -1.0888
C (1.935052, -3.083575, -1.734036)  1.4773
C (1.451251, -4.171031, -2.454856)  -1.1105
C (0.809906, -3.990305, -3.672851)  -1.0027
C (0.655732, -2.713693, -4.194593)  -1.1801
C (1.131433, -1.602410, -3.509680)  1.2687
C (1.005557, -0.208714, -4.077693)  -0.9622
C (1.754524, -1.815564, -2.283140)  -0.8580
N (2.160742, -0.654777, -1.522681)  0.4614
C (3.338760, -0.194158, -1.565258)  1.0455
C (4.454192, -0.778674, -2.376911)  -1.9377
C (3.596107, 1.069491, -0.739321)  1.1769
C (4.974538, 1.659952, -0.729863)  -1.9621
N (2.595161, 1.555737, -0.124969)  0.6694
C (2.716510, 2.753197, 0.666649)  -1.2399
C (3.107537, 2.659221, 2.006195)  0.8669
C (3.579860, 1.350251, 2.593839)  -1.0863
C (3.094159, 3.824054, 2.768616)  -0.9565
C (2.726049, 5.042680, 2.214501)  -0.9873
C (2.387857, 5.115927, 0.871090)  -0.9357
C (2.383384, 3.974196, 0.073467)  1.4151
C (2.079691, 4.065652, -1.406745)  -1.1291
H (2.580767, -4.302707, -0.081473)  0.4579
H (2.224952, -2.629498, 0.364135)  0.0877
H (3.716397, -3.020054, -0.500002)  0.2493
H (1.581965, -5.171633, -2.050550)  0.4582
H (0.427757, -4.849126, -4.217460)  0.4520
H (0.149468, -2.567314, -5.146590)  0.4387
H (0.365296, -0.206347, -4.957779)  0.4245
H (1.985584, 0.192335, -4.364613)  0.3078
H (0.560755, 0.476195, -3.350114)  -0.1713
H (4.158158, -1.730580, -2.808335)  0.4447
H (5.349642, -0.918547, -1.766411)  0.4406
H (4.719019, -0.095952, -3.191566)  0.4139
H (5.326242, 1.822997, -1.752218)  0.4581
H (5.680251, 0.971095, -0.253322)  0.4196
H (4.990547, 2.602941, -0.191323)  0.4302
H (2.889394, 0.536341, 2.378991)  0.0737
H (3.685042, 1.428561, 3.676339)  0.4412
H (4.560727, 1.072017, 2.187482)  0.2328
H (3.390892, 3.770681, 3.813279)  0.4499
H (2.716906, 5.939729, 2.827588)  0.4404
H (2.129161, 6.074429, 0.423427)  0.4722
H (1.435836, 4.919611, -1.623067)  0.4850
H (1.599119, 3.162018, -1.790154)  -0.0791
H (3.002401, 4.203950, -1.979544)  0.3396
C (-4.365256, -3.060452, -2.324259)  -1.3864
C (-3.445477, -3.207372, -1.112547)  0.0140
C (-3.953074, -2.420693, 0.095047)  -0.2113
C (-3.082305, -2.594844, 1.330708)  -1.1391
N (-1.755502, -1.971643, 1.193124)  0.1336
C (-1.215991, -0.952956, 1.825207)  0.1298
S (0.528653, -0.782739, 1.782417)  -0.6258
N (-1.946313, -0.118319, 2.588114)  0.1814
C (-3.352026, 0.325375, 2.437977)  0.1386
C (-3.877914, 0.919787, 3.739635)  -1.1850
C (-4.369036, -0.105998, 4.768226)  -0.4496
C (-3.270525, -0.963426, 5.405605)  -1.0542
H (-4.036009, -3.704024, -3.144668)  0.3971
H (-4.360870, -2.030863, -2.692720)  0.2497
H (-5.394692, -3.338392, -2.070037)  0.3800
H (-2.442957, -2.857707, -1.390137)  -0.0782
H (-3.363970, -4.264835, -0.834330)  0.4043
H (-4.965023, -2.752493, 0.348673)  0.6092
H (-4.017160, -1.355952, -0.163115)  -0.0085
H (-2.905168, -3.654822, 1.500283)  0.5591
H (-3.563724, -2.221811, 2.225717)  0.2136
H (-1.130876, -2.400416, 0.531002)  0.1443
H (-1.369096, 0.490554, 3.134423)  0.4262
H (-3.988389, -0.496762, 2.127132)  0.1011
H (-3.402964, 1.076442, 1.645168)  -0.1157
H (-4.699057, 1.588310, 3.481910)  0.3765
H (-3.093287, 1.545789, 4.189012)  0.4282
H (-5.114066, -0.753282, 4.291191)  0.2740
H (-4.894825, 0.437258, 5.556232)  0.4118
H (-2.749340, -1.580854, 4.668559)  0.2044
H (-3.691777, -1.634754, 6.157898)  0.3614
H (-2.523735, -0.333445, 5.905060)  0.2920

Forces on atoms 1 to 6 (eV/Å):
-0.161 0.205 0.472
-0.055 -0.092 -0.423
0.146 -0.288 0.041
0.065 0.032 0.211
0.295 -0.405 -0.227
0.193 0.084 0.778

Net charge: +1
Frontier orbital gap: 7.9 eV
Calculated total energy: -3851.08386 Eh
E_HOMO: -11.10 eV

---

Record 3
C5H8N | ωB97M-V with the def2-TZVPD basis set

Each line ends with the Mulliken charge.
Cartesian coordinates (Å):
C (-2.161098, -0.500178, 0.001725)  0.1069
C (-0.077858, 1.721113, -0.100425)  -0.3607
C (-0.720964, -0.869109, -0.041565)  -0.5112
C (0.218236, 0.487546, -0.058742)  0.6353
C (1.676615, 0.008532, 0.071278)  -1.3374
N (-2.658149, 0.616140, 0.198387)  -0.4956
H (-2.717999, -1.385613, -0.304748)  0.3882
H (0.218289, 2.770668, -0.036171)  0.3838
H (-0.576106, -1.655581, 0.693636)  0.4237
H (-0.643774, -1.051370, -1.117383)  0.3641
H (-2.031170, 1.485443, 0.330372)  0.2207
H (2.284041, 0.898944, -0.005987)  0.3844
H (2.064941, -0.663476, -0.590043)  0.4032
H (1.732481, -0.426784, 1.003532)  0.3946

Forces on atoms 1 to 6 (eV/Å):
0.655 0.855 0.240
0.708 -0.905 0.324
0.130 3.145 -1.429
-1.292 -2.732 0.722
-0.353 3.584 -0.001
-0.392 1.092 -0.420

Net charge: +1
Frontier orbital gap (spin up / spin down): 7.5 / 7.5 eV
Calculated total energy: -249.61304 Eh
E_HOMO (spin up / spin down): -15.00 / -15.01 eV

---

Question: What is the calculated total energy in the third record?
Answer: -249.61304 Eh

---

Repeat the third record exactly.
C5H8N | ωB97M-V with the def2-TZVPD basis set

Each line ends with the Mulliken charge.
Cartesian coordinates (Å):
C (-2.161098, -0.500178, 0.001725)  0.1069
C (-0.077858, 1.721113, -0.100425)  -0.3607
C (-0.720964, -0.869109, -0.041565)  -0.5112
C (0.218236, 0.487546, -0.058742)  0.6353
C (1.676615, 0.008532, 0.071278)  -1.3374
N (-2.658149, 0.616140, 0.198387)  -0.4956
H (-2.717999, -1.385613, -0.304748)  0.3882
H (0.218289, 2.770668, -0.036171)  0.3838
H (-0.576106, -1.655581, 0.693636)  0.4237
H (-0.643774, -1.051370, -1.117383)  0.3641
H (-2.031170, 1.485443, 0.330372)  0.2207
H (2.284041, 0.898944, -0.005987)  0.3844
H (2.064941, -0.663476, -0.590043)  0.4032
H (1.732481, -0.426784, 1.003532)  0.3946

Forces on atoms 1 to 6 (eV/Å):
0.655 0.855 0.240
0.708 -0.905 0.324
0.130 3.145 -1.429
-1.292 -2.732 0.722
-0.353 3.584 -0.001
-0.392 1.092 -0.420

Net charge: +1
Frontier orbital gap (spin up / spin down): 7.5 / 7.5 eV
Calculated total energy: -249.61304 Eh
E_HOMO (spin up / spin down): -15.00 / -15.01 eV